A structure of composition C17H35CoO5Si4 in a non-equilibrium geometry, computed with the ωB97M-V functional and the def2-TZVPD basis.

Computed properties:
- Multiplicity: 5
- Kohn-Sham gap (alpha / beta): 5.75 / 6.74 eV
- Charge: 0
- Energy above the lowest of the compared OMol25 structures with the same formula, charge and spin: 13.18 kcal/mol
- LUMO (alpha / beta): -2.04 / -2.28 eV

Atoms and positions in Å:
1 Co -1.371 0.132 0.161
2 O -2.196 2.422 3.218
3 C -2.119 1.659 2.284
4 O -1.179 1.656 1.383
5 C -3.100 0.503 2.047
6 C -2.334 -0.825 2.343
7 C -3.235 -2.024 2.093
8 C -3.580 -2.099 0.603
9 C -3.379 -0.800 -0.103
10 O -1.138 -1.022 1.552
11 C -3.719 0.493 0.574
12 C -3.288 1.626 -0.411
13 O -3.948 2.612 -0.600
14 O -2.158 1.333 -1.059
15 H -3.914 0.573 2.767
16 H -2.016 -0.774 3.388
17 H -4.137 -1.934 2.702
18 H -2.718 -2.928 2.412
19 H -4.641 -2.362 0.459
20 H -3.020 -2.888 0.096
21 H -3.479 -0.821 -1.184
22 H -4.809 0.576 0.679
23 C 0.093 2.077 -3.088
24 Si 0.396 0.302 -2.586
25 C -0.957 -0.867 -3.160
26 C 2.049 -0.328 -3.262
27 Si 1.021 0.161 -0.296
28 Si 1.912 -1.923 0.367
29 C 3.648 -2.160 -0.316
30 C 0.749 -3.245 -0.291
31 C 1.980 -1.997 2.237
32 Si 2.118 2.087 0.493
33 C 3.764 2.202 -0.411
34 C 1.051 3.590 0.199
35 C 2.390 1.839 2.332
36 H -0.311 2.087 -4.104
37 H 1.021 2.652 -3.089
38 H -0.637 2.549 -2.433
39 H -0.846 -1.028 -4.236
40 H -1.940 -0.436 -2.977
41 H -0.887 -1.841 -2.674
42 H 1.981 -0.261 -4.352
43 H 2.212 -1.376 -3.006
44 H 2.914 0.255 -2.941
45 H 3.731 -2.063 -1.398
46 H 3.961 -3.173 -0.046
47 H 4.354 -1.465 0.142
48 H 0.686 -3.243 -1.380
49 H -0.250 -3.091 0.121
50 H 1.102 -4.231 0.020
51 H 2.791 -1.390 2.639
52 H 2.151 -3.032 2.546
53 H 1.041 -1.659 2.674
54 H 3.640 2.426 -1.471
55 H 4.368 1.298 -0.315
56 H 4.323 3.027 0.038
57 H 1.007 3.891 -0.849
58 H 1.477 4.419 0.773
59 H 0.037 3.414 0.558
60 H 3.111 1.049 2.547
61 H 1.452 1.605 2.837
62 H 2.775 2.771 2.756

---

A cluster of 3 separate species, C17H35F4NO12P2S in total in a non-equilibrium geometry, computed with the ωB97M-V functional and the def2-TZVPD basis.

Computed properties:
- Kohn-Sham gap: 9.14 eV
- Charge: 0
- LUMO: 0.39 eV
- Structure (SMILES): C=CC[C@H]1OS(=O)(=O)[C@@H](CCF)[C@@H](COC(F)(F)F)[C@H]1N.COP(=O)(OC)OC.COP(=O)(OC)OC

Atoms and positions in Å:
1 C 2.844 -2.012 0.566
2 C 3.228 -1.938 -0.713
3 C 2.632 -1.006 -1.744
4 C 2.074 0.277 -1.150
5 O 3.147 1.164 -0.751
6 S 2.629 2.409 0.094
7 O 1.837 1.886 1.172
8 O 3.710 3.242 0.487
9 C 1.457 3.247 -0.967
10 C 2.053 4.092 -2.128
11 C 3.550 4.040 -2.408
12 F 4.227 4.980 -1.664
13 C 0.450 2.145 -1.414
14 C -0.735 2.748 -2.159
15 O -1.721 1.794 -2.558
16 C -2.441 1.220 -1.573
17 F -1.796 0.197 -0.970
18 F -2.826 2.093 -0.622
19 F -3.552 0.703 -2.127
20 C 1.127 0.952 -2.133
21 N 1.802 1.275 -3.386
22 H 1.796 -2.021 0.853
23 H 3.572 -2.116 1.361
24 H 3.994 -2.623 -1.071
25 H 1.768 -1.509 -2.200
26 H 3.323 -0.827 -2.564
27 H 1.465 -0.019 -0.298
28 H 0.896 3.912 -0.312
29 H 1.816 5.139 -1.941
30 H 1.557 3.844 -3.061
31 H 3.698 4.337 -3.450
32 H 4.002 3.054 -2.299
33 H 0.061 1.735 -0.479
34 H -0.391 3.195 -3.090
35 H -1.154 3.564 -1.568
36 H 0.331 0.247 -2.375
37 H 1.310 1.958 -3.939
38 H 2.756 1.569 -3.237
39 C -6.614 1.749 3.488
40 O -7.419 2.568 2.621
41 P -6.984 4.057 2.272
42 O -7.851 4.548 1.199
43 O -5.466 3.755 1.824
44 C -5.209 3.438 0.452
45 O -6.550 5.218 3.264
46 C -7.575 5.784 4.108
47 H -7.266 1.284 4.224
48 H -6.146 0.974 2.886
49 H -5.840 2.320 3.998
50 H -6.132 3.282 -0.107
51 H -4.621 2.531 0.418
52 H -4.645 4.255 0.002
53 H -8.103 5.011 4.667
54 H -8.281 6.351 3.503
55 H -7.079 6.447 4.810
56 C 2.453 -6.073 2.429
57 O 2.858 -5.787 1.077
58 P 3.589 -6.895 0.205
59 O 3.661 -6.417 -1.179
60 O 2.534 -8.096 0.416
61 C 1.440 -8.209 -0.496
62 O 4.833 -7.794 0.599
63 C 6.113 -7.138 0.721
64 H 2.775 -5.252 3.065
65 H 1.367 -6.138 2.452
66 H 2.874 -7.006 2.800
67 H 1.367 -7.342 -1.151
68 H 0.519 -8.302 0.079
69 H 1.576 -9.107 -1.097
70 H 6.060 -6.283 1.396
71 H 6.458 -6.815 -0.260
72 H 6.806 -7.865 1.133

---

A structure of composition C17H35F6O17S2V in a non-equilibrium geometry, computed with the ωB97M-V functional and the def2-TZVPD basis.

Computed properties:
- Kohn-Sham gap: 5.75 eV
- Charge: -2
- LUMO: 3.88 eV

Atoms and positions in Å:
1 O 9.103 22.916 19.121
2 V 7.750 23.472 18.499
3 O 7.082 24.382 19.654
4 C 5.197 26.464 16.667
5 F 6.400 27.081 16.679
6 F 4.685 26.559 17.888
7 F 4.432 27.183 15.828
8 S 5.378 24.711 16.108
9 O 4.069 24.170 16.232
10 O 5.902 24.867 14.768
11 O 6.356 24.220 17.073
12 S 5.434 20.904 18.404
13 O 6.531 21.962 18.641
14 O 5.383 20.731 16.940
15 O 5.887 19.696 19.100
16 O 4.191 21.451 18.961
17 C 1.581 22.471 26.074
18 O 2.704 22.757 25.288
19 C 2.341 23.388 24.081
20 C 3.571 23.724 23.270
21 O 3.163 23.888 21.948
22 C 4.284 23.950 21.053
23 H 1.860 21.778 26.865
24 H 0.756 22.021 25.507
25 H 1.220 23.413 26.516
26 H 1.733 24.283 24.292
27 H 1.703 22.742 23.462
28 H 4.339 22.955 23.423
29 H 4.005 24.681 23.613
30 H 4.949 23.098 21.182
31 H 4.884 24.823 21.375
32 H 3.918 24.113 20.050
33 C 8.510 21.528 16.071
34 O 8.543 22.883 16.436
35 C 9.636 23.586 15.951
36 C 9.524 25.065 16.308
37 O 9.038 25.151 17.613
38 C 8.972 26.445 18.173
39 H 7.551 21.114 16.393
40 H 9.343 20.974 16.526
41 H 8.623 21.406 14.985
42 H 9.754 23.457 14.867
43 H 10.565 23.188 16.397
44 H 8.809 25.544 15.626
45 H 10.527 25.496 16.212
46 H 8.237 27.034 17.619
47 H 9.951 26.935 18.158
48 H 8.593 26.370 19.188
49 C 12.175 20.710 17.884
50 O 12.352 20.197 19.184
51 C 13.438 19.349 19.318
52 C 13.232 17.949 18.769
53 O 12.353 17.252 19.657
54 C 12.387 15.874 19.444
55 H 11.319 21.380 17.911
56 H 11.955 19.916 17.159
57 H 13.087 21.243 17.578
58 H 13.779 19.299 20.352
59 H 14.312 19.769 18.772
60 H 14.199 17.426 18.768
61 H 12.761 17.933 17.783
62 H 13.299 15.462 19.891
63 H 12.177 15.602 18.401
64 H 11.539 15.407 19.959
65 C 8.157 23.837 22.578
66 C 8.106 25.199 23.217
67 O 7.014 25.261 24.168
68 C 7.069 26.195 25.078
69 O 7.929 27.019 25.239
70 C 5.831 26.156 25.994
71 F 5.170 25.020 25.992
72 F 6.183 26.439 27.252
73 F 4.990 27.134 25.587
74 H 8.421 23.069 23.313
75 H 8.888 23.818 21.773
76 H 7.177 23.552 22.200
77 H 7.872 25.953 22.459
78 H 9.064 25.485 23.649

---

Number 1: E -3585.6936 hartree. Number 2: E -3106.8214 hartree. Number 3: E -4287.4674 hartree.